1.
{"formula": "C36H21Br3F2N6OTi", "method": "wB97M-V/def2-TZVPD", "e_homo_ev": [-5.71, -5.69], "total_charge": 0, "multiplicity": 1, "symbols": ["Ti", "Br", "C", "C", "C", "C", "C", "C", "N", "N", "C", "C", "C", "C", "O", "C", "N", "C", "C", "C", "C", "H", "H", "H", "H", "H", "H", "H", "H", "H", "F", "C", "C", "C", "C", "C", "F", "C", "C", "C", "C", "C", "C", "N", "H", "H", "H", "H", "H", "H", "Br", "C", "C", "C", "N", "C", "C", "C", "C", "C", "Br", "C", "C", "N", "H", "H", "H", "H", "H", "H"], "xyz": [[-0.4115, -0.2221, 0.1315], [-0.0181, -5.1028, 6.0984], [0.9653, -5.5014, 4.5361], [0.2851, -5.7536, 3.3552], [0.9932, -6.0282, 2.1968], [2.3842, -6.0614, 2.2353], [3.0550, -5.8633, 3.4354], [2.3486, -5.5546, 4.5876], [3.2159, -6.4246, 1.1137], [3.0595, -5.9441, -0.0166], [2.1270, -4.8706, -0.2353], [1.1142, -5.0524, -1.1364], [0.1113, -4.0817, -1.3252], [0.1485, -2.8949, -0.6249], [-0.7872, -1.9681, -0.6741], [1.3190, -2.6298, 0.1600], [1.4495, -1.3499, 0.6077], [2.4830, -1.0321, 1.3563], [3.4856, -1.9634, 1.6842], [3.4013, -3.2376, 1.1975], [2.2966, -3.6110, 0.3972], [-0.7964, -5.7325, 3.3377], [0.4541, -6.2164, 1.2803], [4.1345, -5.9482, 3.4559], [2.8656, -5.3747, 5.5199], [1.0492, -5.9932, -1.6700], [-0.7205, -4.2765, -1.9887], [2.5374, -0.0063, 1.6997], [4.3168, -1.6478, 2.2994], [4.1818, -3.9571, 1.4087], [-5.1199, 2.7322, 0.3171], [-4.0845, 2.2680, -0.4098], [-3.2139, 1.3584, 0.1566], [-2.1393, 0.8774, -0.5882], [-1.9874, 1.3260, -1.9108], [-2.8697, 2.2746, -2.4230], [-2.7021, 2.7808, -3.6673], [-3.9351, 2.7566, -1.6944], [-0.8013, 0.8635, -2.6564], [-0.6932, 0.8413, -4.0480], [0.4869, 0.4289, -4.6347], [1.5551, 0.0370, -3.8408], [1.3723, 0.0474, -2.4744], [0.2340, 0.4439, -1.8985], [-3.3768, 1.0492, 1.1827], [-4.6122, 3.4917, -2.1058], [-1.5344, 1.1374, -4.6528], [0.5724, 0.4086, -5.7137], [2.4958, -0.2855, -4.2636], [2.1520, -0.2832, -1.7999], [0.4259, 5.6819, 3.2595], [0.3940, 3.9975, 2.4078], [0.8181, 3.9070, 1.0574], [0.7149, 2.7013, 0.4407], [0.2574, 1.5737, 1.0486], [-0.0970, 1.6559, 2.3693], [-0.0644, 2.9000, 3.0587], [-0.5793, 0.4640, 2.9493], [-0.6064, 0.2348, 4.3499], [-1.0212, -0.9646, 4.8215], [-1.0567, -1.3328, 6.6732], [-1.4082, -1.9823, 3.9033], [-1.3352, -1.7304, 2.5758], [-0.9045, -0.5337, 2.0443], [1.1815, 4.7720, 0.5234], [0.9854, 2.5885, -0.6004], [-0.4380, 2.9630, 4.0702], [-0.2655, 1.0114, 5.0202], [-1.7508, -2.9442, 4.2590], [-1.6130, -2.4770, 1.8424]], "forces_ev_per_a": [[-0.55, 0.02, 0.22], [0.00, 0.01, 0.02], [0.03, -0.02, -0.04], [-0.05, 0.00, -0.02], [0.03, 0.02, 0.06], [0.19, 0.09, -0.09], [-0.09, 0.04, 0.03], [0.02, 0.00, 0.01], [-0.17, -0.12, -0.10], [0.06, 0.08, 0.09], [0.03, -0.17, 0.06], [-0.08, 0.08, -0.01], [-0.08, -0.09, 0.15], [0.21, -0.15, -0.08], [0.09, 0.17, 0.25], [0.12, -0.08, -0.17], [-0.09, 0.12, -0.08], [0.07, -0.08, -0.04], [-0.06, 0.09, -0.02], [0.02, -0.05, 0.03], [-0.03, 0.02, -0.04], [0.02, 0.00, 0.00], [0.04, -0.02, -0.03], [-0.02, 0.00, -0.01], [0.00, 0.00, -0.01], [0.04, 0.00, 0.03], [-0.01, 0.02, 0.00], [-0.02, 0.03, 0.02], [0.00, -0.03, -0.01], [-0.01, 0.01, -0.01], [-0.01, 0.00, 0.00], [-0.05, 0.01, 0.04], [0.00, -0.07, -0.06], [0.29, -0.08, 0.02], [0.12, 0.25, -0.17], [-0.16, -0.14, 0.08], [0.01, 0.01, -0.02], [0.01, 0.01, -0.03], [0.16, 0.14, -0.13], [0.00, 0.01, 0.04], [-0.02, 0.00, -0.06], [0.02, -0.01, 0.05], [-0.04, -0.06, -0.05], [-0.09, 0.01, 0.16], [0.00, 0.01, 0.01], [0.02, -0.02, 0.01], [0.01, 0.01, -0.02], [0.00, 0.00, 0.00], [-0.02, 0.00, 0.00], [0.04, -0.01, 0.02], [0.00, -0.01, 0.01], [0.01, 0.03, -0.10], [0.00, 0.01, 0.07], [0.04, -0.05, -0.07], [-0.32, -0.25, -0.02], [-0.08, 0.15, 0.28], [0.22, -0.13, -0.08], [0.14, -0.01, 0.17], [-0.24, 0.05, -0.11], [0.01, -0.09, -0.06], [0.00, 0.05, 0.02], [-0.03, 0.01, 0.06], [-0.01, -0.07, -0.16], [0.28, 0.27, -0.10], [-0.01, 0.00, 0.02], [0.00, 0.03, -0.04], [0.03, 0.02, -0.01], [-0.05, -0.02, 0.01], [0.02, 0.02, -0.01], [0.00, -0.05, 0.03]], "nbo_charge": [1.655, 0.075, -0.087, -0.246, -0.164, 0.031, -0.203, -0.220, -0.112, -0.099, 0.014, -0.187, -0.272, 0.341, -0.749, 0.076, -0.484, 0.060, -0.246, -0.141, -0.022, 0.231, 0.226, 0.230, 0.232, 0.229, 0.231, 0.214, 0.229, 0.228, -0.325, 0.436, -0.306, -0.328, -0.168, 0.429, -0.334, -0.377, 0.247, -0.233, -0.135, -0.268, 0.077, -0.522, 0.224, 0.243, 0.241, 0.223, 0.229, 0.208, 0.073, -0.069, -0.304, 0.060, -0.596, 0.150, -0.244, 0.045, -0.214, -0.107, 0.060, -0.282, 0.012, -0.579, 0.236, 0.211, 0.234, 0.229, 0.236, 0.217]}

2.
{"formula": "C4H9NO2", "method": "wB97M-V/def2-TZVPD", "e_homo_ev": -10.00, "smiles": "[H]/N=C/CO.CC=O", "total_charge": 0, "multiplicity": 1, "symbols": ["H", "N", "C", "C", "O", "H", "H", "H", "H", "C", "C", "O", "H", "H", "H", "H"], "xyz": [[1.8061, 0.7026, 1.4951], [1.2970, -0.1622, 1.3090], [0.0446, 0.0317, 1.2418], [-0.8444, -1.1633, 0.9569], [-0.5345, -2.2374, 1.8106], [-0.4257, 1.0171, 1.3654], [-1.8984, -0.9103, 1.1066], [-0.7051, -1.4391, -0.1029], [0.4297, -2.3223, 1.7767], [-0.3679, 1.1487, -1.5518], [0.8411, 0.2534, -1.6893], [0.7751, -0.9143, -1.9887], [-0.1798, 1.9829, -0.8684], [-1.2364, 0.5710, -1.2218], [-0.6016, 1.5640, -2.5386], [1.8251, 0.7397, -1.5237]], "forces_ev_per_a": [[-0.05, -0.10, 0.07], [-0.31, 0.23, 0.07], [0.20, -0.10, 0.00], [-0.18, 0.24, -0.11], [0.26, -0.14, -0.04], [0.09, -0.15, -0.02], [0.15, -0.03, 0.04], [-0.06, 0.05, 0.21], [-0.11, -0.08, 0.08], [-0.07, -0.01, -0.01], [-0.05, -0.29, -0.17], [0.01, 0.52, 0.09], [-0.01, -0.13, -0.15], [0.13, 0.09, -0.10], [0.07, -0.02, 0.08], [-0.08, -0.09, -0.06]], "nbo_charge": [0.343, -0.634, 0.121, -0.144, -0.702, 0.157, 0.181, 0.199, 0.481, -0.734, 0.443, -0.524, 0.219, 0.232, 0.249, 0.111]}

Computed total energy (eV) in order:
-287339.772; -9877.593
Computed ΔE to the lowest compared entry with this formula, charge and spin (kJ/mol) in order:
16.1; 238.1